Entry 1:
Entry from the OMol25 dataset: a 7-piece molecular cluster, C25H48FNO10 overall (the ωB97M-V functional and the def2-TZVPD basis).

The geometry in XYZ format:
```
85
Properties=species:S:1:pos:R:3:forces:R:3:mulliken_charge:R:1
C -5.7996 -2.9450 -2.7776 0.03 -0.15 -0.21 -1.031
C -5.1327 -1.6514 -3.1241 0.28 -0.20 -0.04 0.677
O -5.5714 -0.8050 -3.8409 -0.25 0.35 -0.04 -0.541
O -3.9188 -1.5388 -2.5079 -0.21 -0.10 0.53 -0.263
C -3.5155 -0.2247 -2.1330 0.13 0.19 0.05 -0.779
N -2.0550 -0.1886 -2.0210 -0.11 -0.17 -0.59 0.610
C -1.4819 0.9795 -2.7161 -0.05 0.08 0.22 -0.761
C -1.7695 2.2644 -1.9414 0.14 -0.13 -0.14 -0.725
C -1.2532 2.1954 -0.5157 -0.02 0.13 -0.05 0.007
F -2.0313 3.0350 0.2944 0.01 0.12 0.07 -0.359
C -1.4247 -1.3923 -2.5100 -0.17 0.12 0.52 0.146
O -1.1865 -1.6201 -3.6541 0.38 0.11 -0.17 -0.552
O -1.0138 -2.2042 -1.5175 -0.33 -0.67 -0.48 -0.340
H -6.1044 -2.9125 -1.7306 0.01 -0.01 -0.02 0.289
H -6.6662 -3.0819 -3.4184 -0.01 0.00 0.06 0.346
H -5.1089 -3.7788 -2.9062 0.02 0.05 0.06 0.252
H -3.8681 0.5088 -2.8618 0.03 -0.10 -0.08 0.451
H -3.9713 -0.0109 -1.1613 -0.01 0.00 -0.03 0.244
H -1.8660 1.0530 -3.7398 0.07 0.00 0.01 0.335
H -0.4023 0.8283 -2.7705 -0.03 -0.02 -0.04 0.488
H -1.2798 3.0841 -2.4719 -0.16 0.06 0.00 0.422
H -2.8428 2.4752 -1.9314 0.03 -0.04 0.08 0.311
H -1.3377 1.1877 -0.1104 0.00 0.01 0.00 0.258
H -0.2243 2.5453 -0.4414 0.00 -0.10 0.03 0.149
H -1.6727 -2.2480 -0.8114 0.34 0.44 0.32 0.299
C 2.1375 -3.1853 2.3497 -0.09 0.09 0.05 -1.136
C 1.0740 -3.4127 1.3040 0.06 -0.01 -0.10 0.892
O -0.0139 -2.8858 1.3754 -0.13 0.03 0.08 -0.569
C 1.4494 -4.3052 0.1536 -0.28 0.00 -0.10 -0.348
H 1.7614 -2.5179 3.1218 0.00 0.00 0.00 0.307
H 2.4298 -4.1367 2.7979 0.05 0.00 -0.03 0.357
H 3.0223 -2.7524 1.8787 0.02 -0.06 -0.02 0.258
H 1.7113 -5.3019 0.5149 0.12 0.03 0.00 0.393
H 2.3094 -3.8783 -0.3629 0.06 -0.14 0.05 -0.118
H 0.6123 -4.3760 -0.5389 0.01 0.00 0.01 0.037
C -6.3943 2.8521 3.4944 -0.08 -0.09 0.00 -1.148
C -5.9208 1.9914 2.3463 0.01 0.01 0.01 0.745
O -6.4942 0.9706 2.0430 0.01 0.01 0.00 -0.556
C -4.7004 2.4701 1.6023 -0.09 -0.14 -0.05 -0.299
H -7.2752 2.4065 3.9496 0.00 0.00 0.00 0.316
H -5.6041 2.9463 4.2413 0.02 0.05 -0.02 0.309
H -6.6351 3.8544 3.1355 0.05 0.02 0.01 0.312
H -3.8459 2.5515 2.2749 0.00 0.06 0.00 0.339
H -4.8799 3.4571 1.1732 0.04 0.03 0.04 0.342
H -4.4603 1.7706 0.8060 0.02 0.02 0.00 -0.313
C 5.3993 -0.9182 -1.6801 -0.02 -0.02 0.11 -1.144
C 4.5867 -2.1838 -1.7916 -0.03 0.02 -0.03 0.836
O 4.1413 -2.7396 -0.8129 0.09 0.07 0.02 -0.563
C 4.3508 -2.7199 -3.1809 -0.05 -0.08 0.07 -1.124
H 5.4971 -0.6333 -0.6355 0.00 0.00 0.00 0.276
H 6.3897 -1.0710 -2.1127 -0.02 0.02 -0.05 0.359
H 4.9124 -0.1133 -2.2333 0.03 -0.01 -0.04 0.337
H 5.3050 -2.9351 -3.6651 0.00 0.05 -0.03 0.346
H 3.8295 -1.9748 -3.7843 0.04 0.02 -0.02 0.337
H 3.7544 -3.6273 -3.1316 0.00 0.01 0.00 0.279
C 2.0255 4.3333 2.3192 -0.06 0.01 -0.14 -0.816
C 2.2696 3.0224 1.6239 -0.01 -0.05 0.05 0.910
O 1.9134 2.8180 0.4844 0.04 0.02 -0.03 -0.601
C 2.9945 1.9637 2.4202 -0.01 -0.05 -0.10 -1.114
H 1.4980 5.0097 1.6499 -0.01 0.00 0.01 0.299
H 1.4280 4.1736 3.2188 0.05 -0.01 0.04 0.340
H 2.9806 4.7722 2.6135 -0.10 -0.03 0.05 0.104
H 2.4297 1.7247 3.3231 0.03 0.03 0.03 0.335
H 3.9728 2.3379 2.7277 -0.02 0.02 0.05 0.319
H 3.1149 1.0658 1.8185 -0.01 0.00 0.00 0.263
C 5.7627 8.0251 3.6339 -0.05 -0.07 0.07 -1.138
C 5.3880 6.9568 2.6376 0.00 0.01 -0.02 0.809
O 4.7559 5.9784 2.9644 0.11 0.05 0.03 -0.558
C 5.8376 7.1680 1.2134 -0.05 -0.10 -0.01 -1.070
H 5.3841 7.7608 4.6179 0.00 0.00 0.00 0.292
H 6.8481 8.1320 3.6760 0.00 0.04 -0.03 0.340
H 5.3447 8.9853 3.3267 0.05 0.01 -0.02 0.338
H 6.9255 7.2455 1.1726 0.00 0.05 0.00 0.332
H 5.4221 8.0995 0.8251 0.05 0.03 0.01 0.330
H 5.5079 6.3370 0.5949 0.00 0.00 0.00 0.266
C -1.8357 -7.7420 0.3082 0.07 -0.09 -0.02 -1.058
C -1.5326 -7.5254 -1.1560 -0.03 0.02 0.03 0.777
O -0.8771 -8.3151 -1.7931 -0.01 0.01 0.01 -0.558
C -2.0883 -6.2657 -1.7746 0.09 0.00 -0.13 -0.750
H -1.3852 -8.6732 0.6430 0.00 0.00 0.00 0.298
H -1.4427 -6.9109 0.8973 -0.05 0.03 0.00 0.254
H -2.9150 -7.7806 0.4658 0.00 0.05 0.01 0.339
H -1.6981 -5.3915 -1.2489 -0.06 0.02 0.02 0.042
H -3.1769 -6.2512 -1.6934 0.00 0.02 0.07 0.376
H -1.8032 -6.2105 -2.8224 0.01 0.00 0.01 0.309
```
Positions in Å, forces in eV/Å.

Computed properties:
gap between HOMO and LUMO = 9.896 eV
structure (SMILES) = CC(=O)OCN(CCCF)C(=O)O.CC(C)=O.CC(C)=O.CC(C)=O.CC(C)=O.CC(C)=O.CC(C)=O
E_LUMO = 0.544 eV
calculated total energy = -1888.39734 hartree
HOMO = -9.352 eV

Entry 2:
Entry from the OMol25 dataset: C25H26F6N5O12ReS4 as an isolated structure (the ωB97M-V functional and the def2-TZVPD basis).

The geometry in XYZ format:
```
79
Properties=species:S:1:pos:R:3:forces:R:3:mulliken_spin:R:1
Re -0.2700 0.2036 -0.4916 -0.51 -0.31 0.00 2.647
F 3.9007 1.6807 -2.3102 -0.10 -0.12 0.13 0.000
C 4.1024 0.3847 -2.0974 0.15 0.03 -0.14 0.001
F 5.2636 0.2103 -1.4935 -0.19 -0.06 0.02 0.000
F 4.0823 -0.2616 -3.2441 -0.12 -0.07 0.03 0.000
S 2.7549 -0.2109 -0.9588 0.38 0.20 -0.15 0.013
O 1.4989 0.2588 -1.6503 -0.31 0.04 0.01 0.026
O 2.9701 0.3849 0.3149 0.09 0.10 0.03 0.005
N 2.8760 -1.7626 -1.0375 -0.09 0.01 -0.01 0.004
S 1.6533 -2.5717 -0.4567 0.34 -0.31 0.03 0.024
O 0.6419 -1.6379 0.0893 -0.27 0.19 0.01 0.037
O 1.9906 -3.6373 0.4056 0.07 -0.09 -0.04 0.000
C 0.9145 -3.3352 -1.9790 -0.02 -0.10 -0.04 -0.003
F 1.8237 -4.1223 -2.5265 -0.02 0.04 0.06 0.000
F -0.1523 -4.0465 -1.6423 0.07 0.09 0.06 0.000
F 0.5700 -2.3881 -2.8408 0.04 0.06 0.01 -0.001
C -0.8537 5.9382 -2.2331 -0.04 0.02 0.02 0.002
C -0.7672 5.8785 -0.7173 -0.01 0.07 0.06 -0.002
N 0.0631 4.7571 -0.2368 -0.15 -0.16 -0.04 0.019
C 1.4463 5.0467 0.1479 0.14 0.05 0.12 0.003
C 2.4242 4.8812 -1.0050 0.01 0.01 0.05 -0.005
C -0.4270 3.5322 -0.2318 -0.15 0.06 -0.04 0.020
S 0.6031 2.2473 0.3452 -0.11 0.08 0.26 -0.004
N -1.7377 3.4142 -0.5529 0.07 -0.19 -0.08 0.032
C -2.2312 2.3498 -1.1023 0.06 0.17 0.17 0.000
O -1.5224 1.3185 -1.4897 0.36 0.06 -0.30 0.014
C -3.6731 2.2642 -1.3774 -0.06 0.00 -0.03 -0.018
C -4.5266 3.2715 -0.9288 0.01 -0.03 -0.01 0.001
C -5.8850 3.1795 -1.1681 0.00 -0.02 -0.02 0.000
C -6.3957 2.0910 -1.8631 0.00 -0.03 -0.01 0.003
C -5.5479 1.0919 -2.3237 -0.01 0.03 0.03 0.000
C -4.1881 1.1739 -2.0813 0.04 0.07 0.02 0.007
H -1.4846 6.7758 -2.5252 -0.02 0.03 -0.02 0.000
H -1.2942 5.0283 -2.6355 -0.02 -0.03 0.00 0.000
H 0.1248 6.0821 -2.6844 0.06 0.00 -0.03 0.000
H -1.7574 5.7719 -0.2785 0.01 0.00 -0.02 0.001
H -0.3152 6.7859 -0.3187 -0.02 -0.03 -0.02 0.000
H 1.7155 4.4029 0.9868 0.01 0.04 -0.07 0.008
H 1.4509 6.0707 0.5209 0.05 -0.04 -0.01 0.000
H 2.3542 3.8829 -1.4327 0.00 -0.05 -0.01 0.003
H 3.4397 5.0237 -0.6420 0.06 0.02 0.01 0.000
H 2.2411 5.6110 -1.7900 -0.02 0.04 -0.04 0.000
H -4.1162 4.1155 -0.3940 0.02 0.02 0.02 0.000
H -6.5475 3.9582 -0.8207 -0.04 0.04 0.03 0.000
H -7.4581 2.0261 -2.0546 -0.02 0.00 -0.01 0.000
H -5.9469 0.2574 -2.8821 -0.02 -0.04 -0.03 0.000
H -3.5175 0.4157 -2.4615 0.02 -0.03 0.01 -0.004
O 0.1337 -0.0344 2.0778 0.14 -0.03 -0.23 0.050
S -0.1191 0.2443 3.5319 0.02 0.01 0.25 0.015
C -1.4964 -0.8212 4.0550 0.04 0.08 0.09 0.000
C -2.7842 -0.0387 3.8532 -0.03 0.00 -0.06 0.001
C -2.4627 1.3718 4.3344 -0.03 -0.01 0.04 0.001
C -1.1593 1.7491 3.6426 0.07 -0.07 0.06 -0.007
H -1.3238 -1.0252 5.1132 -0.01 -0.02 0.03 0.001
H -1.3967 -1.7559 3.5080 0.00 -0.02 -0.09 -0.001
H -3.6132 -0.4969 4.3896 -0.04 0.02 0.01 0.000
H -3.0376 -0.0016 2.7904 0.02 0.02 0.06 -0.003
H -2.3359 1.3816 5.4187 -0.01 -0.01 0.01 0.000
H -3.2474 2.0878 4.0912 -0.02 -0.01 0.00 0.000
H -0.5914 2.5310 4.1402 0.02 0.03 0.02 -0.001
H -1.3226 2.0333 2.6067 -0.02 0.03 -0.17 0.002
O -1.5506 -1.3768 -1.3767 0.21 0.11 0.00 0.006
C -2.3184 -1.2653 -0.3872 -0.13 0.02 -0.01 0.085
O -2.0119 -0.3675 0.4776 0.02 -0.03 -0.01 -0.004
C -3.5109 -2.1127 -0.2114 -0.03 0.03 0.04 0.013
C -4.1185 -2.1892 1.0357 -0.10 -0.05 -0.12 0.003
C -5.2404 -2.9829 1.1729 0.09 0.00 -0.15 -0.001
C -5.7897 -3.6906 0.1186 0.12 0.10 -0.01 0.003
C -5.1561 -3.5777 -1.1066 -0.05 0.17 0.07 -0.001
C -4.0198 -2.8152 -1.2978 -0.06 -0.04 0.08 0.004
N -5.7238 -4.3020 -2.2653 0.39 -0.40 0.14 0.000
O -5.1653 -4.1494 -3.3288 -0.11 0.14 -0.12 0.000
O -6.6554 -5.0390 -2.0476 -0.20 0.09 -0.04 0.000
N -5.8809 -3.0638 2.5005 -0.01 0.04 -0.08 0.000
O -6.8542 -3.7696 2.6014 -0.06 -0.05 0.06 0.000
O -5.3808 -2.4024 3.3861 0.00 0.00 0.13 0.000
H -3.7333 -1.6471 1.8843 0.00 -0.02 0.01 0.002
H -6.6718 -4.3013 0.2428 0.00 0.00 0.00 0.000
H -3.5519 -2.7695 -2.2699 0.01 0.01 -0.03 0.002
```
Positions in Å, forces in eV/Å.

Computed properties:
net charge = +1
gap between HOMO and LUMO (spin up / spin down) = 8.401 / 7.311 eV
multiplicity = 4
E_LUMO (spin up / spin down) = -3.476 / -4.614 eV
calculated total energy = -4414.76415 hartree
HOMO (spin up / spin down) = -11.877 / -11.924 eV
energy above the lowest of the compared OMol25 structures with the same formula, charge and spin = 0.0 kcal/mol

Entry 3:
Entry from the OMol25 dataset: a 2-piece molecular cluster, C6H9N3O3S overall at a distorted geometry (the ωB97M-V functional and the def2-TZVPD basis).

The geometry in XYZ format:
```
22
Properties=species:S:1:pos:R:3:forces:R:3:mulliken_charge:R:1
C -1.3888 -2.6721 -0.5995 -0.49 -0.51 0.24 -0.073
C -2.7822 1.0293 0.1538 0.70 -1.70 -0.64 0.045
C 1.4557 0.3536 0.4459 0.20 0.07 -0.72 0.802
C -0.6238 -0.5764 -0.4304 -0.59 2.28 -2.78 0.111
C 3.3291 1.1866 1.5859 -0.57 -3.37 -1.63 -0.671
C -2.0255 0.7695 -1.0897 2.35 0.88 3.31 -0.810
N -1.4183 -1.6024 0.0553 -0.91 1.40 2.00 -0.457
N 0.0772 -1.0341 -1.5830 2.60 0.19 -1.37 -0.255
N 0.1141 0.2341 0.4406 -1.18 -0.13 0.91 0.041
O -2.7419 2.0398 0.7894 0.15 1.92 0.83 -0.500
O 2.1817 -0.0367 -0.4318 1.06 -0.65 -0.91 -0.669
O 1.9040 1.0077 1.4749 -0.12 1.05 2.14 -0.430
S -0.2234 -2.6574 -1.8246 0.13 -1.43 -1.64 -0.099
H -2.1324 -3.4363 -0.3404 0.81 -0.20 -0.45 0.396
H -3.2389 0.1523 0.6483 -0.36 -0.20 -0.46 0.358
H 3.5037 1.7522 2.4281 0.29 1.92 1.29 0.254
H 3.6684 1.4569 0.5983 0.59 0.70 0.16 0.312
H 3.7785 0.1902 1.8224 -0.29 0.58 -0.36 0.283
H -1.5599 1.6715 -1.5117 0.02 -0.48 0.14 0.285
H -2.5058 0.1662 -1.7321 -1.60 -2.13 -2.45 0.436
H 1.1095 -0.7671 -1.9571 -3.33 -0.28 2.11 0.393
H -0.4811 0.7727 1.0575 0.55 0.09 0.27 0.248
```
Positions in Å, forces in eV/Å.

Computed properties:
gap between HOMO and LUMO = 8.255 eV
E_LUMO = 0.495 eV
calculated total energy = -1022.10850 hartree
HOMO = -7.760 eV
energy above the lowest of the compared OMol25 structures with the same formula, charge and spin = 42.7 kcal/mol

Entry 4:
Entry from the OMol25 dataset: an isolated ion of composition C8H20N2OS and charge +2 at a distorted geometry (the ωB97M-V functional and the def2-TZVPD basis).

The geometry in XYZ format:
```
32
Properties=species:S:1:pos:R:3:forces:R:3:mulliken_charge:R:1
C 1.0844 -1.7560 -1.0581 -4.76 3.94 2.22 -0.190
C 0.1322 -0.7301 -0.3229 6.30 -3.65 -3.73 0.250
C 0.7245 -2.6110 -2.2714 3.73 -0.55 2.01 -1.416
C 1.3755 2.6759 0.8633 0.55 1.05 -1.08 -1.956
C -2.2739 -1.2713 -0.3258 -0.25 0.27 1.32 -0.858
C 0.5736 0.3193 0.6657 -1.52 -0.18 0.83 -1.068
C 0.3457 1.8198 0.2872 -1.43 -1.47 -2.83 0.698
C -1.0868 2.3170 0.6043 0.90 -3.09 1.26 -0.573
N 2.4883 -1.8943 -0.6710 -0.36 0.65 1.18 -0.087
N -1.1283 -0.5039 -0.9510 -0.77 -2.35 -1.62 -0.082
O -1.9628 1.8076 -0.3534 -1.70 0.11 -0.56 -0.593
S -1.7095 1.8358 2.2700 0.66 1.25 0.57 -0.195
H -0.2835 -2.4495 -2.3721 -2.28 -0.29 -1.30 0.332
H 1.4196 -2.3300 -3.0985 -1.04 0.12 0.09 0.440
H 1.0080 -3.6969 -2.0705 -0.88 1.14 -0.15 0.423
H 1.3120 2.8302 1.8773 -0.05 -0.46 2.75 0.441
H 1.3715 3.7155 0.5400 0.03 -0.15 -0.86 0.412
H 2.2545 2.1592 0.5809 1.60 0.31 0.12 0.485
H -2.4364 -2.3288 -0.6758 0.76 1.08 0.75 0.299
H -2.1876 -1.0127 0.7777 -0.03 -1.31 -1.14 0.328
H -3.1237 -0.6895 -0.6037 -0.92 0.11 -0.48 0.432
H -0.0780 0.2900 1.5595 0.27 -0.77 0.10 0.155
H 1.5591 0.1329 1.0629 0.47 -0.02 -0.04 0.709
H 0.4996 1.8201 -0.8424 -0.50 0.53 1.04 0.261
H -1.0362 3.3209 0.6530 -0.18 3.56 -0.47 0.560
H 3.0219 -1.9292 -1.6153 -0.12 0.62 2.30 0.437
H 2.6263 -2.7879 -0.1607 0.15 0.13 -0.56 0.435
H 2.6550 -1.1582 0.1175 0.67 -1.01 -2.23 0.381
H -1.4595 0.4725 -0.7334 0.04 0.77 -0.59 0.442
H -1.1426 -0.7154 -1.9983 0.25 0.75 1.68 0.469
H -2.9179 1.9859 -0.1547 1.09 0.11 -0.05 0.402
H -1.1418 2.9443 2.9209 -0.68 -1.18 -0.55 0.228
```
Positions in Å, forces in eV/Å.

Computed properties:
net charge = +2
gap between HOMO and LUMO = 8.181 eV
structure (SMILES) = C[NH2+]/C(C[C@H](C)[C@@H](O)S)=C(\C)[NH3+]
E_LUMO = -7.597 eV
calculated total energy = -899.01974 hartree
HOMO = -15.778 eV
energy above the lowest of the compared OMol25 structures with the same formula, charge and spin = 4.0 kcal/mol

> The lowest calculated total energy belongs to which entry?

C25H26F6N5O12ReS4

> Which formula does entry 4 have?

C8H20N2OS

> Look up the calculated total energy of the fourth one.

-899.01974 hartree